Version 1
DFT (the ωB97M-V functional and the def2-TZVPD basis) results for one molecule with the formula C21H35N3O4.

Calculated values
**2S+1**: 1
**HOMO energy**: -9.00 eV
**SMILES**: C=CCC1(C(=O)N[C@H](C)C(=O)NCC(C)C)CN(C(=O)[C@H](C)C2(O)CCC2)C1

CARTESIAN COORDINATES (ANGSTROEM)
C  2.34  -3.58  1.99
C  1.50  -2.61  2.32
C  1.17  -1.45  1.43
C  -0.33  -1.33  1.04
C  -0.93  -0.13  1.74
O  -1.55  -0.22  2.79
N  -0.69  1.06  1.15
C  -1.08  2.31  1.76
C  -2.56  2.61  1.55
C  -0.21  3.40  1.13
O  0.40  3.21  0.09
N  -0.20  4.58  1.79
C  0.54  5.72  1.28
C  2.03  5.68  1.61
C  2.27  5.67  3.12
C  2.73  6.87  0.95
C  -0.59  -1.41  -0.49
N  -1.21  -2.71  -0.28
C  -1.85  -3.61  -1.06
O  -2.45  -4.54  -0.57
C  -1.73  -3.38  -2.56
C  -3.07  -3.64  -3.24
C  -0.61  -4.24  -3.17
O  -1.06  -5.58  -3.17
C  -0.11  -3.65  -4.51
C  1.05  -2.98  -3.74
C  0.80  -3.98  -2.58
C  -1.19  -2.62  1.18
H  2.55  -4.40  2.67
H  2.84  -3.59  1.03
H  1.00  -2.63  3.29
H  1.48  -0.52  1.92
H  1.77  -1.53  0.52
H  -0.12  1.14  0.31
H  -0.87  2.25  2.83
H  -2.85  3.54  2.04
H  -2.78  2.69  0.49
H  -3.15  1.79  1.97
H  -0.69  4.65  2.66
H  0.41  5.75  0.20
H  0.09  6.62  1.71
H  2.43  4.76  1.18
H  1.87  6.58  3.58
H  1.80  4.81  3.60
H  3.34  5.64  3.34
H  2.34  7.81  1.35
H  3.80  6.85  1.14
H  2.57  6.87  -0.13
H  -1.28  -0.65  -0.87
H  0.31  -1.41  -1.12
H  -1.43  -2.34  -2.72
H  -3.83  -2.96  -2.86
H  -2.99  -3.52  -4.32
H  -3.39  -4.66  -3.02
H  -0.35  -6.14  -3.48
H  0.26  -4.45  -5.16
H  -0.79  -3.02  -5.08
H  2.03  -2.99  -4.20
H  0.81  -1.95  -3.46
H  0.88  -3.64  -1.55
H  1.41  -4.87  -2.71
H  -0.71  -3.48  1.66
H  -2.16  -2.45  1.63

=====

Version 2
DFT (the ωB97M-V functional and the def2-TZVPD basis) results for one molecule with the formula C21H35N3O4.

Calculated values
**2S+1**: 1
**HOMO energy**: -9.01 eV
**SMILES**: C=CCC1(C(=O)N[C@H](C)C(=O)NCC(C)C)CN(C(=O)[C@H](C)C2(O)CCC2)C1

CARTESIAN COORDINATES (ANGSTROEM)
C  -0.15  3.19  0.99
C  -0.78  2.03  1.08
C  -1.00  1.11  -0.09
C  -0.30  -0.27  0.02
C  0.27  -0.68  -1.33
O  -0.12  -1.64  -1.96
N  1.29  0.10  -1.76
C  1.89  -0.08  -3.06
C  2.94  -1.18  -3.05
C  2.49  1.27  -3.46
O  2.61  2.18  -2.66
N  2.90  1.36  -4.74
C  3.50  2.57  -5.27
C  2.48  3.63  -5.68
C  1.59  3.13  -6.81
C  3.21  4.91  -6.08
C  0.77  -0.42  1.16
N  -0.18  -1.28  1.86
C  -0.07  -2.15  2.90
O  -0.93  -2.98  3.11
C  1.18  -1.99  3.76
C  1.71  -3.36  4.16
C  0.91  -1.12  5.00
O  0.10  -1.86  5.87
C  2.23  -0.52  5.56
C  1.94  0.77  4.77
C  0.47  0.33  4.66
C  -1.12  -1.35  0.75
H  -0.02  3.83  1.85
H  0.25  3.55  0.04
H  -1.16  1.70  2.04
H  -2.07  0.92  -0.21
H  -0.66  1.62  -0.99
H  1.53  0.97  -1.29
H  1.10  -0.34  -3.77
H  3.35  -1.36  -4.05
H  3.76  -0.92  -2.38
H  2.48  -2.11  -2.70
H  2.72  0.59  -5.36
H  4.15  2.98  -4.49
H  4.12  2.30  -6.12
H  1.86  3.84  -4.80
H  2.18  2.92  -7.70
H  1.06  2.22  -6.53
H  0.84  3.87  -7.08
H  3.87  4.73  -6.94
H  2.50  5.69  -6.37
H  3.82  5.29  -5.26
H  1.67  -0.95  0.82
H  1.05  0.49  1.68
H  1.94  -1.46  3.17
H  2.06  -3.91  3.28
H  2.54  -3.27  4.86
H  0.92  -3.93  4.63
H  -0.13  -1.31  6.62
H  2.14  -0.36  6.64
H  3.16  -1.06  5.36
H  2.15  1.72  5.27
H  2.44  0.78  3.80
H  -0.07  0.49  3.73
H  -0.12  0.73  5.49
H  -2.14  -1.07  1.01
H  -1.13  -2.32  0.24

=====

Result of the stability comparison: version 2 is the most stable of them.

=====

Version 1
DFT (the ωB97M-V functional and the def2-TZVPD basis) results for one molecule with the formula C2H3Cl2PS.

Calculated values
**2S+1**: 1
**HOMO energy**: -9.61 eV
**SMILES**: C=CP(=S)(Cl)Cl

CARTESIAN COORDINATES (ANGSTROEM)
C  -0.22  0.21  -0.35
C  0.88  -0.33  0.10
P  2.52  0.23  0.04
S  2.86  2.14  0.10
Cl  3.49  -0.85  1.51
Cl  3.27  -0.86  -1.53
H  -1.20  -0.19  -0.10
H  -0.36  1.25  -0.80
H  0.81  -1.44  0.29

=====

Version 2
DFT (the ωB97M-V functional and the def2-TZVPD basis) results for C2H3Cl2PS as an isolated structure.

Calculated values
**2S+1**: 1
**HOMO energy**: -9.11 eV

CARTESIAN COORDINATES (ANGSTROEM)
C  2.06  0.33  0.01
C  1.11  -0.55  0.12
P  -2.14  0.26  -0.70
S  -3.24  -1.35  -0.58
Cl  -3.21  1.58  0.47
Cl  -0.25  -0.24  1.27
H  2.80  0.05  -0.73
H  2.01  1.30  0.52
H  0.85  -1.39  -0.37

=====

Result of the stability comparison: version 1 is the most stable of them.

=====

Version 1
DFT (the ωB97M-V functional and the def2-TZVPD basis) results for a 2-piece molecular cluster, C3H7IN overall.

Calculated values
**2S+1**: 1
**HOMO energy**: -14.20 eV
**Charge**: +1

CARTESIAN COORDINATES (ANGSTROEM)
C  -0.12  -0.09  1.42
C  -0.16  1.18  0.66
C  1.01  -0.61  -0.80
N  0.67  0.04  0.22
I  -1.46  -1.34  -2.27
H  0.58  0.14  2.27
H  -0.91  -0.85  1.46
H  -0.86  1.36  -0.13
H  0.20  1.99  1.19
H  1.47  -0.07  -1.76
H  1.11  -1.75  -0.78
H  -1.54  -0.01  -1.46

=====

Version 2
DFT (the ωB97M-V functional and the def2-TZVPD basis) results for a 3-piece molecular cluster, C3H7IN overall.

Calculated values
**2S+1**: 1
**HOMO energy (alpha / beta)**: -11.10 / -11.10 eV
**Charge**: +1

CARTESIAN COORDINATES (ANGSTROEM)
C  -3.56  0.11  2.71
C  -3.71  0.61  0.60
C  -2.33  -0.03  3.06
N  6.38  -0.57  -3.70
I  -4.87  -0.34  -0.79
H  -4.49  0.07  3.08
H  -3.06  1.36  0.23
H  -1.46  0.19  2.44
H  -2.21  -0.27  4.08
H  6.67  -1.21  -4.35
H  7.09  0.12  -3.43
H  5.56  -0.04  -3.92

=====

Result of the stability comparison: version 1 is the most stable of them.

=====

Version 1
DFT (the ωB97M-V functional and the def2-TZVPD basis) results for a 13-piece molecular cluster, C3H30NO14 overall.

Calculated values
**2S+1**: 1
**HOMO energy**: -5.85 eV
**Charge**: -1

CARTESIAN COORDINATES (ANGSTROEM)
C  -1.36  2.25  2.98
N  -0.23  1.32  2.80
C  0.78  1.79  1.85
C  0.91  0.93  0.58
O  0.05  0.54  -0.24
O  2.14  0.77  0.38
H  -2.13  1.99  3.73
H  -1.92  2.10  2.04
H  -1.13  3.36  2.87
H  0.14  1.01  3.71
H  1.82  1.89  2.26
H  0.50  2.77  1.43
H  2.43  -2.54  0.25
H  2.67  -3.99  0.57
O  2.28  -3.44  -0.06
H  0.67  -1.01  3.28
H  -0.77  -0.93  3.83
O  0.12  -0.84  4.02
H  -1.64  0.50  -1.63
H  -2.76  -0.48  -1.91
O  -2.61  0.40  -1.48
H  -2.64  0.36  1.67
H  -2.60  0.55  0.10
O  -3.10  0.66  0.95
H  0.96  -1.13  -3.50
H  1.15  0.22  -2.88
O  0.87  -0.28  -3.53
H  -1.27  -2.46  -2.24
H  -2.45  -3.08  -2.11
O  -2.12  -2.25  -2.43
H  0.93  -4.41  -1.91
H  1.71  -2.99  -1.73
O  1.21  -3.58  -2.39
H  2.36  2.68  -0.38
H  3.59  3.47  0.10
O  3.00  3.50  -0.62
H  0.48  -1.96  -0.24
H  -0.91  -1.40  -0.29
O  -0.45  -2.34  -0.26
H  0.07  2.74  -2.89
H  1.05  3.39  -1.92
O  0.54  3.64  -2.64
H  -4.42  -1.09  1.10
H  -4.40  -1.33  -0.29
O  -4.76  -1.70  0.44
H  3.15  -0.06  -0.80
H  4.20  0.73  -1.31
O  3.89  -0.25  -1.23

=====

Version 2
DFT (the ωB97M-V functional and the def2-TZVPD basis) results for a 13-piece molecular cluster, C3H30NO14 overall.

Calculated values
**2S+1**: 1
**HOMO energy**: -6.37 eV
**Charge**: -1

CARTESIAN COORDINATES (ANGSTROEM)
C  0.92  1.63  3.59
N  -0.33  1.03  3.15
C  -0.23  -0.43  2.77
C  -1.08  -0.59  1.56
O  -0.84  0.01  0.48
O  -1.85  -1.59  1.61
H  0.94  2.11  4.56
H  1.11  2.52  2.96
H  1.91  1.16  3.53
H  -1.11  1.17  3.75
H  -0.50  -1.18  3.53
H  0.82  -0.68  2.54
H  -3.13  -0.69  -2.21
H  -2.29  0.60  -1.92
O  -3.13  0.17  -1.72
H  -2.66  3.31  0.93
H  -1.55  2.82  1.75
O  -2.07  3.66  1.62
H  1.90  -1.03  -0.65
H  2.19  0.10  -1.66
O  2.57  -0.38  -0.91
H  2.65  1.23  -0.04
H  1.81  1.50  1.25
O  2.43  1.89  0.63
H  0.54  -1.96  -3.19
H  -0.60  -2.38  -2.01
O  0.15  -2.60  -2.58
H  1.26  0.19  -3.90
H  1.08  1.37  -2.81
O  1.76  0.80  -3.32
H  -0.74  -0.21  -3.35
H  -1.52  -1.31  -4.29
O  -0.94  -0.55  -4.21
H  -1.70  -4.26  2.09
H  -1.16  -3.08  1.30
O  -0.87  -3.90  1.76
H  0.04  0.98  -0.73
H  0.41  2.47  -1.05
O  0.18  1.62  -1.47
H  1.06  -3.37  0.28
H  1.49  -3.45  1.73
O  1.85  -3.37  0.83
H  2.12  3.86  -1.26
H  3.18  2.81  -1.06
O  3.06  3.73  -1.29
H  -2.50  -1.49  -0.42
H  -3.78  -2.18  -0.97
O  -2.85  -2.07  -1.19

=====

Result of the stability comparison: version 2 is the most stable of them.